1.
Here is a structure of composition C26H50InNP3S from OMol25. Energies are from ωB97M-V/def2-TZVPD.

Computed properties:
lowest unoccupied orbital energy	-10.109	eV
relative energy (zero: lowest compared OMol25 entry of this formula, charge and spin)	131.3	kJ/mol
Kohn-Sham gap	4.5	eV
net charge	+3

Structure (XYZ):
```
82
Properties=species:S:1:pos:R:3:forces:R:3:mulliken_charge:R:1
In -0.48483 -0.35295 -0.56637 -3.0 -1.2 -1.7 0.932
S -1.86132 -2.00177 -2.11550 0.1 1.0 1.9 -0.131
P 2.49963 1.46760 0.77068 0.3 0.5 -0.2 1.168
P 0.22757 1.09217 -2.76049 0.4 -0.3 -0.8 0.672
P -2.04818 1.75951 0.01600 -0.6 0.2 -0.1 0.908
N -0.03241 -0.72091 3.75040 0.3 0.4 -0.8 0.490
C 0.12266 -3.03998 -3.67268 -0.6 0.5 0.0 -0.477
C 0.96978 2.76187 -2.80344 0.0 0.2 0.4 -1.429
C -1.31986 -0.71785 4.49683 -0.4 0.1 0.4 -0.757
C -2.44667 1.81746 1.79396 -0.1 0.1 0.2 -1.021
C 2.35020 3.25346 0.76939 -0.4 0.2 0.0 -1.249
C 1.32964 0.15422 -3.87104 0.4 -0.3 0.3 -1.316
C -1.71852 -1.48792 1.00168 0.9 0.3 1.1 0.759
C 1.05421 -5.15021 -0.51322 -0.7 -0.1 -0.3 -0.545
C -3.07897 -1.63458 0.74215 -0.4 0.1 -0.5 0.291
C -3.85803 -2.57618 1.43289 0.2 0.3 0.0 -0.960
C -1.18644 -2.18873 2.08435 0.2 -0.8 -0.1 -0.739
C 0.06072 -2.94238 -6.08569 -0.1 0.0 0.0 -0.523
C 3.23605 0.96881 2.32330 -0.1 -0.3 0.3 -1.108
C -1.12603 -2.38308 -3.61596 0.9 -0.2 -1.9 0.657
C 1.11012 -0.70000 4.70650 0.1 0.1 0.2 -0.960
C -0.26651 -5.34903 -0.65489 0.7 0.3 0.0 -0.299
C -1.28223 1.29602 -3.77333 -0.4 0.0 0.4 -1.090
C -1.92752 -3.22067 2.69948 0.1 0.4 0.1 -0.632
C -1.53011 3.47479 -0.32692 0.0 0.2 0.1 -1.279
C -3.68615 1.64626 -0.78750 -0.1 0.1 -0.1 -1.396
C 0.13252 -1.85056 2.70324 0.0 -0.3 0.2 -0.854
C -1.81012 -2.08613 -4.82003 0.4 0.1 0.8 -0.594
C 0.70952 -3.30821 -4.90221 0.0 0.1 -0.1 -0.629
C -3.27414 -3.38885 2.39862 0.1 -0.2 0.0 -0.908
C -1.20963 -2.35152 -6.04185 0.3 -0.2 -0.1 -0.686
C 3.54343 0.95386 -0.58954 0.0 -0.4 -0.2 -1.100
H -2.79993 -1.63434 -4.75010 0.2 -0.1 -0.2 0.499
H -3.58288 1.27438 -1.81674 -0.1 0.1 0.3 0.257
H -0.98127 1.34294 -4.82890 0.0 0.1 0.3 0.549
H 2.10301 3.63616 -0.22881 0.1 -0.2 0.2 0.318
H -1.26471 0.08557 5.24063 0.0 -0.2 -0.2 0.375
H -4.91965 -2.66558 1.19182 0.4 0.0 0.1 0.473
H 0.88549 -1.48477 1.98809 -0.2 0.0 0.1 0.045
H -3.01702 0.92908 2.09220 0.2 0.2 -0.1 0.230
H 0.97532 0.14671 5.38935 0.1 -0.3 -0.1 0.378
H 1.09418 -1.64090 5.26590 0.1 0.2 -0.1 0.406
H 3.30679 3.68477 1.09182 -0.1 -0.1 -0.1 0.476
H 2.05335 -0.60235 4.16277 -0.3 -0.2 0.2 0.331
H -3.86616 -4.13587 2.93247 0.2 0.2 -0.3 0.495
H 1.18939 0.86476 0.62211 0.9 0.5 0.3 -0.537
H 0.37907 3.47360 -2.21536 0.2 -0.1 -0.2 0.250
H -3.04701 2.71668 1.99596 0.1 -0.3 0.0 0.604
H 1.45501 -4.60984 0.35139 -0.1 -0.3 -0.2 0.194
H -0.69382 -5.84514 -1.53462 0.2 0.1 0.5 0.267
H -4.33838 0.96255 -0.22794 0.2 0.2 -0.2 0.450
H 2.09041 0.82310 -4.29616 -0.2 -0.1 0.1 0.612
H 3.14173 1.27364 -1.55950 0.1 0.0 0.3 0.214
H -1.95639 0.44058 -3.63770 0.2 0.1 0.0 0.011
H -1.44169 -3.85280 3.45248 -0.3 0.3 -0.2 0.540
H -1.44174 -1.68039 5.00241 0.0 0.2 -0.1 0.419
H 1.68266 -3.80010 -4.93280 -0.3 0.1 -0.1 0.419
H 0.53675 -3.13628 -7.04802 -0.2 0.0 0.3 0.421
H 4.54313 1.39186 -0.45478 -0.2 -0.1 0.0 0.465
H -1.52436 1.87169 2.39101 -0.2 0.0 -0.1 0.246
H 4.28459 1.29829 2.35533 -0.3 0.0 -0.1 0.538
H 0.56806 -2.69803 3.24926 -0.2 0.2 -0.1 0.525
H -1.73665 -2.09982 -6.96126 0.2 -0.1 0.2 0.426
H 2.69639 1.42398 3.16267 0.1 0.0 -0.2 0.386
H 0.99812 3.10178 -3.84801 0.0 -0.1 0.2 0.499
H -1.81254 2.21800 -3.49985 0.1 -0.2 -0.1 0.452
H -4.14655 2.64535 -0.80963 0.1 -0.3 0.0 0.476
H 1.82672 -0.64499 -3.30828 -0.1 0.1 -0.3 0.323
H 3.63152 -0.13992 -0.60201 0.1 0.2 0.0 0.417
H 3.20749 -0.12312 2.42363 0.1 0.2 -0.1 0.364
H 1.77694 -5.51948 -1.25097 -0.3 0.2 0.3 0.297
H -0.49602 3.63604 0.00877 -0.3 0.1 -0.1 0.156
H -2.15484 -0.52437 3.81658 0.3 -0.2 0.1 0.208
H -3.59219 -1.04478 -0.02146 0.3 -0.3 0.1 0.587
H 0.74899 -0.30455 -4.68027 0.1 0.0 0.2 0.345
H 0.60143 -3.30429 -2.73117 0.0 -0.1 -0.2 0.481
H -2.19062 4.15875 0.22694 0.2 -0.1 -0.2 0.542
H -1.60708 3.70194 -1.39893 0.0 -0.1 0.3 0.377
H 1.56542 3.57305 1.46604 0.2 0.0 -0.1 0.421
H 1.99514 2.74853 -2.41549 -0.2 0.0 -0.2 0.430
H -0.01448 0.15084 3.19255 -0.1 -0.5 0.4 0.043
H -0.97235 -4.99012 0.10297 0.2 -0.1 -0.3 0.109
```
Positions in Å, forces in eV/Å.

2.
Here is a structure of composition C26H50N2O3P2Pb from OMol25. Energies are from ωB97M-V/def2-TZVPD.

Computed properties:
lowest unoccupied orbital energy (spin up / spin down)	-16.600 / -16.602	eV
Kohn-Sham gap (spin up / spin down)	2.3 / 2.3	eV
net charge	+4

Structure (XYZ):
```
84
Properties=species:S:1:pos:R:3:forces:R:3:mulliken_charge:R:1
Pb 0.35046 -0.85299 -1.19578 -0.6 0.6 1.7 0.887
P 2.63116 -1.26738 0.38274 2.8 -2.7 0.5 0.371
P -1.88313 0.59306 -1.89858 -3.4 -0.2 -2.4 0.146
O 1.98626 -0.40764 -4.19901 -2.8 -0.3 3.8 -0.071
O 1.39972 2.84494 -0.60558 -1.7 -4.3 0.4 -0.187
O -3.47315 -0.62135 4.38873 1.1 1.5 0.3 -0.566
N -0.64261 1.30066 2.21023 0.6 -1.2 0.1 0.534
N -3.25260 0.77988 6.19113 1.6 0.8 -1.6 -0.247
C -1.04923 1.27149 -4.55341 0.3 -0.1 -0.4 -1.527
C -2.72815 -0.88022 -2.68913 0.8 -0.6 0.7 0.335
C 1.80543 -2.68967 2.68359 0.0 -0.3 0.0 -1.691
C 2.80546 -3.16798 -1.76726 0.5 -0.1 0.2 -1.178
C -1.84652 -1.68613 -3.65979 -0.4 -0.3 -0.1 -1.322
C -3.15738 1.30720 -0.74142 0.9 0.2 1.3 0.716
C -3.66665 0.23349 0.22708 -0.3 -0.2 0.0 -1.485
C 2.11787 -0.19869 2.90175 0.1 0.5 0.4 -1.640
C 2.63412 -1.48167 2.23695 -1.5 0.6 0.3 0.497
C 4.21592 0.09654 -1.54117 0.0 0.2 -0.3 -1.198
C -2.82019 2.73397 -3.47464 -0.9 0.3 0.6 -1.455
C 4.06224 -3.68630 0.36305 0.7 -0.1 0.3 -1.790
C 1.00323 1.76167 -0.55907 1.7 4.2 -0.6 0.338
C 4.21632 -0.40433 -0.09362 -0.5 1.4 -0.6 0.556
C 1.32016 -0.45751 -3.25906 4.3 0.8 -5.8 0.360
C -1.86630 1.15814 4.28796 0.8 0.0 -1.2 0.134
C -1.48621 0.66864 3.02493 0.1 1.2 0.3 -0.292
C -1.59926 1.84152 -3.24779 1.6 0.2 0.4 1.070
C 4.50956 0.76988 0.83647 0.0 0.2 0.3 -1.417
C -4.06580 -0.50365 -3.31942 -0.5 0.4 -0.3 -1.617
C 0.04990 2.31161 2.66928 -0.3 1.8 2.3 -0.041
C -1.26253 2.33252 4.77493 0.6 0.3 -1.1 -0.594
C 2.82467 -3.02146 -0.23708 -1.2 0.2 -0.6 0.318
C -0.25523 2.90754 3.94194 -0.1 -0.6 -0.2 -1.311
C -2.92832 0.34808 4.93989 -1.9 -1.2 1.6 0.367
C -2.56294 2.53216 -0.04267 0.1 0.3 0.2 -1.141
H 5.25082 0.35632 -1.81398 -0.4 -0.1 0.0 0.492
H -1.55310 2.81355 5.74322 0.5 -0.4 -1.1 0.345
H -2.11161 3.27271 -0.71955 -0.3 -0.2 0.0 0.351
H -2.70176 1.55381 6.56736 -0.8 -0.7 0.2 0.112
H 4.55417 0.48240 1.89100 0.1 0.1 -0.2 0.396
H -3.76260 2.17565 -3.42612 0.2 0.2 -0.2 0.328
H -0.34656 0.44313 -4.41061 -0.4 0.2 -0.2 0.028
H -0.47772 2.05938 -5.06873 -0.3 -0.2 0.1 0.508
H 4.94091 -3.51789 -0.27035 -0.1 0.0 0.1 0.449
H 1.88300 -2.80109 -2.24697 -0.2 -0.1 0.0 0.195
H -0.27841 -0.83328 1.01283 -0.7 0.0 0.4 -0.951
H 0.89014 2.67956 2.07648 -0.4 0.3 0.1 0.271
H 3.89812 -4.77067 0.42055 0.0 0.3 -0.1 0.444
H -2.94017 -1.52584 -1.82169 0.0 0.1 -0.1 0.498
H -4.71398 0.05537 -2.63570 0.1 -0.2 -0.2 0.388
H -0.76744 -1.67693 -3.42356 0.0 -0.1 0.1 0.364
H 0.90098 -2.80112 2.07053 0.0 0.0 0.2 0.362
H 5.01388 -1.15095 0.01618 -0.5 -0.5 0.2 0.592
H 2.86706 -4.23799 -2.02414 0.0 0.4 0.0 0.500
H 3.68794 -1.63870 2.51136 0.1 0.2 -0.7 1.016
H 2.21002 0.70066 2.28036 0.2 -0.2 0.2 0.164
H 1.05490 -0.29134 3.13715 0.2 -0.1 0.0 0.518
H -3.35437 3.04388 0.52645 0.3 -0.2 -0.2 0.562
H -3.93974 0.08311 -4.23795 0.0 -0.2 0.2 0.340
H -2.78108 3.20981 -4.46372 0.3 -0.2 0.2 0.434
H -2.14554 -2.74676 -3.62873 0.1 0.4 -0.1 0.403
H -4.60655 -1.42173 -3.59132 0.2 0.1 0.1 0.458
H -0.97855 -0.66356 0.75957 0.4 -0.3 0.5 0.667
H -1.78610 2.21093 0.65220 -0.2 0.1 0.0 -0.227
H 1.92915 -3.53212 0.15214 0.2 0.1 0.0 0.435
H 1.46913 -2.52802 3.71468 0.1 0.0 -0.2 0.456
H 2.36145 -3.63430 2.65365 -0.2 0.2 -0.1 0.345
H -1.93591 -1.32345 -4.69334 0.1 -0.2 0.3 0.318
H -3.91755 0.31015 6.75274 -0.7 -0.5 0.5 0.252
H 4.30333 -3.34620 1.37496 0.0 -0.1 -0.2 0.450
H -1.84548 0.94576 -5.23699 0.2 0.0 0.3 0.341
H 5.47962 1.20470 0.56095 -0.2 -0.1 0.1 0.464
H 0.28585 3.80867 4.26104 -0.2 -0.5 -0.1 0.471
H -1.85531 -0.25459 2.63255 -0.8 -0.4 0.3 0.695
H 3.65168 -2.64974 -2.23909 -0.2 -0.3 0.1 0.251
H -0.79347 2.44558 -2.80145 -0.2 0.3 -0.2 0.278
H 3.62055 1.01463 -1.63511 0.2 0.0 0.1 0.231
H -2.91091 -0.52661 0.46986 -0.2 0.1 0.0 0.309
H 2.67411 -0.01411 3.83642 -0.3 -0.1 -0.3 0.351
H 3.75329 1.56008 0.72475 0.2 -0.1 0.0 0.278
H -3.97760 0.68916 1.17515 0.0 -0.1 -0.2 0.455
H 3.84149 -0.60879 -2.28908 0.3 -0.1 0.2 0.135
H -4.53810 -0.28162 -0.20218 0.3 0.0 0.2 0.357
H -4.01211 1.65675 -1.33753 0.5 -0.3 -0.6 0.864
H -2.87613 3.53563 -2.73235 0.0 -0.1 -0.2 0.392
```
Positions in Å, forces in eV/Å.

| no. | largest force on an atom (eV/Å) |
| --- | --- |
| 1 | 3.63 |
| 2 | 7.29 |